# 1
ORCA calculation (ωB97M-V with the def2-TZVPD basis set) on 5 unconnected molecules or ions with the total composition C36H76ClN4O8 in a non-equilibrium geometry.

```
125
Properties=species:S:1:pos:R:3:lowdin_charge:R:1
Cl 0.424 -0.497 1.193 0.6621
O -3.805 0.258 -1.242 0.0010
O 2.709 0.649 -2.903 -0.0087
O 1.640 3.213 2.661 0.0011
O 1.138 -1.759 1.208 -0.3685
O 0.934 0.382 2.219 -0.3672
O 0.640 0.118 -0.111 -0.3689
O -2.173 -2.014 -0.823 -0.0236
O -0.989 -0.708 1.364 -0.3487
N 2.449 3.747 3.672 -0.1197
N -2.409 -3.373 -1.115 -0.0923
N -4.861 0.876 -0.569 -0.1148
N 4.088 0.429 -3.043 -0.0973
C 6.252 0.182 -1.875 -0.1450
C -2.819 -5.073 -2.812 -0.1365
C -2.317 -6.131 -1.837 -0.1769
C 4.624 1.875 -1.142 -0.0376
C -2.271 -3.819 1.285 -0.0251
C 5.917 -0.791 -4.084 -0.1491
C 4.261 3.705 2.082 -0.0424
C -6.171 1.075 1.435 -0.1436
C 1.801 3.770 4.979 -0.5194
C 3.986 0.031 -5.404 -0.0379
C 1.711 2.389 5.672 -0.0088
C -4.864 2.615 -2.238 -0.0478
C -2.380 -5.658 -0.373 -0.1421
C 2.597 4.748 5.833 -0.1542
C 4.101 4.439 5.856 -0.1777
C -4.148 -0.353 1.395 -0.0271
C -0.959 -3.392 -3.173 -0.0225
C 4.156 -0.485 -0.728 -0.0229
C -5.728 1.647 -1.446 -0.5103
C 6.482 -1.062 -2.704 -0.1904
C -1.842 -4.256 -0.115 -0.5118
C 4.646 4.376 4.422 -0.1415
C 0.397 4.343 4.798 -0.0368
C -3.324 -2.703 -3.242 -0.0385
C 4.756 0.505 -1.755 -0.5147
C -7.255 1.826 0.666 -0.1741
C -2.345 -3.639 -2.535 -0.5182
C 3.853 3.442 3.520 -0.5302
C -6.720 2.461 -0.625 -0.1413
C -5.349 0.125 0.578 -0.5121
C 4.257 1.980 3.813 -0.0248
C 4.411 -0.581 -4.068 -0.5223
C -0.289 -4.272 -0.123 -0.0269
C 3.666 -1.903 -3.863 -0.0274
C -6.193 -1.124 0.226 -0.0264
C -6.474 0.708 -2.435 -0.0248
H 3.878 -2.588 -4.687 0.0833
H 0.125 -4.998 -0.828 0.0689
H 2.587 -1.744 -3.895 0.0822
H -7.119 -0.845 -0.279 0.0653
H 6.642 0.053 -0.865 0.1165
H 3.763 4.598 1.694 0.0948
H -6.451 -1.644 1.150 0.0796
H -2.498 -5.332 -3.822 0.1105
H -1.290 -6.436 -2.066 0.1029
H 5.278 2.638 -1.579 0.0862
H -1.960 -2.786 1.460 0.0594
H 0.083 4.663 5.796 0.0816
H 0.109 -3.272 -0.296 0.0603
H 5.182 1.666 3.325 0.0821
H -0.958 -3.834 -4.179 0.0811
H 2.507 5.810 5.591 0.1203
H 4.978 1.831 -0.108 0.0695
H -3.391 -0.878 0.813 0.0461
H -6.263 3.420 -0.365 0.1149
H 3.231 -0.118 -0.279 0.0643
H -3.403 -3.017 -4.284 0.0885
H 3.496 1.259 3.497 0.0776
H -7.561 0.824 -2.466 0.0759
H 5.338 3.860 1.998 0.0880
H -4.222 3.203 -1.576 0.0922
H -5.499 1.802 1.898 0.1214
H -4.205 -0.451 -1.768 0.0628
H -4.171 2.116 -2.914 0.0786
H 4.656 0.839 -5.700 0.0790
H -1.777 -4.447 2.025 0.0854
H 4.197 3.443 6.297 0.0890
H 4.811 -0.656 0.128 0.0901
H -6.178 0.928 -3.474 0.0760
H 6.038 -1.954 -2.248 0.1087
H -4.475 -1.075 2.148 0.0882
H -7.571 2.695 -1.270 0.1113
H -3.912 -5.091 -2.776 0.1178
H -3.612 0.480 1.850 0.0920
H 2.196 4.622 6.849 0.1174
H -0.285 3.595 4.402 0.0844
H -3.356 -3.843 1.415 0.0834
H -6.650 0.516 2.244 0.1197
H -3.417 -5.704 -0.027 0.1150
H -0.731 -2.343 -3.369 0.0832
H 6.795 1.002 -2.355 0.1185
H 7.539 -1.346 -2.760 0.1095
H -1.790 -6.369 0.213 0.1198
H 1.601 2.247 2.780 0.0561
H -1.238 -1.872 -1.044 0.0891
H 6.467 0.056 -4.500 0.1178
H -7.623 2.644 1.288 0.1049
H 4.647 5.377 3.982 0.1210
H 0.748 2.285 6.177 0.0811
H -6.246 -0.358 -2.372 0.0618
H 4.402 1.775 4.881 0.0715
H 3.941 -2.346 -2.911 0.0629
H 6.103 -1.639 -4.755 0.1217
H 3.598 2.240 -1.144 0.0937
H -5.616 -1.815 -0.394 0.0773
H 1.793 1.581 4.948 0.0744
H 3.819 -1.451 -1.108 0.0726
H 2.466 2.279 6.450 0.0699
H 4.621 5.172 6.471 0.1051
H 0.419 5.212 4.145 0.0877
H -0.147 -3.896 -2.656 0.0654
H -8.096 1.172 0.417 0.1024
H -2.924 -1.687 -3.230 0.0763
H 2.343 -0.050 -2.335 0.0849
H -5.478 3.324 -2.801 0.0857
H -4.283 -2.661 -2.724 0.0816
H -2.917 -7.044 -1.865 0.1032
H 3.981 -0.735 -6.187 0.0805
H 2.979 0.444 -5.348 0.0791
H 5.675 4.018 4.521 0.1187
H 0.118 -4.587 0.841 0.0850
H 3.950 2.898 1.422 0.0598
```

Highest occupied orbital energy, Ha: -0.2122
Charge: -1
Multiplicity: 1

***

# 2
ORCA calculation (ωB97M-V with the def2-TZVPD basis set) on a molecular structure, C36H76N4O10SV in a non-equilibrium geometry.

```
128
Properties=species:S:1:pos:R:3:lowdin_charge:R:1
V 1.007 0.064 0.111 0.9235
S 3.297 -0.221 -1.368 0.3179
O 2.129 -2.439 -4.342 -0.0241
O 2.883 -0.903 -0.128 -0.3796
O -4.319 1.351 -2.362 -0.0136
O 4.497 0.593 -1.089 -0.3430
O -0.275 -0.753 -0.373 -0.3101
O 2.068 0.573 -1.669 -0.3636
O 3.673 -1.118 -2.456 -0.3069
O 0.995 -0.957 2.195 -0.0489
O 5.403 1.775 1.334 -0.0150
O 0.547 1.514 0.646 -0.3434
N -0.279 -1.308 2.700 -0.0641
N -4.948 0.887 -1.207 -0.1242
N 0.794 -2.558 -3.906 -0.1008
N 5.364 3.211 1.320 -0.0852
C -2.079 -0.849 4.293 -0.1448
C -0.236 -2.433 -6.140 -0.0320
C -0.671 -0.482 3.841 -0.4892
C -0.524 -2.775 2.738 -0.4772
C -0.692 1.018 3.456 -0.0260
C -1.955 -3.066 3.291 -0.1135
C -5.927 3.043 -0.756 -0.0415
C -6.037 1.245 0.887 -0.1553
C -0.142 -1.811 -4.757 -0.4849
C 2.843 3.583 1.413 -0.0363
C 5.040 5.982 1.228 -0.2005
C -5.444 -1.101 0.293 -0.1247
C -1.913 -3.131 -3.495 -0.1931
C 0.353 -0.548 5.016 -0.0162
C 0.518 -3.676 3.411 -0.0194
C -0.870 -3.817 -2.618 -0.1181
C 4.052 3.036 3.443 -0.0511
C -2.218 -2.334 4.635 -0.1639
C 0.221 -0.303 -4.802 -0.0072
C 4.219 3.717 2.053 -0.5019
C 0.659 -5.079 -4.160 -0.0397
C 6.205 5.327 0.524 -0.1512
C 4.572 5.167 2.442 -0.1456
C 1.482 -3.920 -2.062 -0.0349
C -4.696 -0.581 -0.967 -0.4772
C 7.252 3.194 -0.301 -0.0280
C -3.791 2.396 0.472 -0.0062
C -5.505 -0.055 1.435 -0.1832
C 5.002 3.790 -1.091 -0.0148
C -0.600 -3.189 1.266 -0.0580
C 5.955 3.852 0.159 -0.5068
C -5.132 -1.339 -2.186 -0.0356
C 0.545 -3.850 -3.277 -0.5072
C -1.480 -1.785 -3.991 -0.1579
C -3.203 -0.716 -0.642 -0.0419
C -5.112 1.885 -0.165 -0.5061
H 6.597 5.920 -0.305 0.1172
H -5.237 -2.371 -1.850 0.0881
H -6.190 1.962 1.705 0.1221
H -0.782 -3.219 -1.710 0.0906
H -0.227 -0.637 5.943 0.0799
H -1.552 -2.656 5.437 0.1013
H 1.294 -2.975 -1.560 0.0625
H -5.420 3.443 -1.632 0.0793
H 5.055 3.050 3.887 0.0809
H 7.080 2.129 -0.449 0.0814
H -0.936 -1.847 -6.744 0.0824
H 0.203 -3.740 4.456 0.0753
H 0.169 1.386 2.901 0.0552
H -0.847 1.656 4.325 0.0900
H 3.765 5.818 2.795 0.1180
H -2.147 -3.728 -4.395 0.1068
H -2.951 -0.345 0.354 0.0671
H -3.235 -2.522 4.986 0.1072
H 4.745 2.783 -1.416 0.0613
H 1.526 -3.293 3.248 0.0840
H -0.225 -5.123 -4.797 0.0652
H -4.985 1.322 -3.059 0.1046
H -2.851 -0.628 3.557 0.1090
H 1.979 3.476 2.061 0.0730
H -6.946 2.695 -0.919 0.0779
H 0.718 -2.304 -6.660 0.0827
H -0.404 -3.506 -6.150 0.0606
H 0.635 -5.987 -3.542 0.0760
H 6.991 5.345 1.293 0.1153
H 4.071 4.254 -0.751 0.0543
H -3.318 1.687 1.148 0.0522
H -1.443 -2.712 0.776 0.0575
H 5.339 4.421 -1.915 0.0810
H 1.582 -1.215 2.923 0.1152
H 4.173 6.013 0.556 0.0992
H -3.002 2.610 -0.256 0.0906
H 2.592 -1.960 -3.622 0.0421
H -2.255 -1.302 -4.591 0.1181
H -2.707 -2.781 2.556 0.1095
H 5.277 7.021 1.468 0.1066
H 3.870 1.958 3.402 0.0712
H 7.999 3.384 0.473 0.0830
H 0.961 -1.457 5.009 0.0726
H -3.973 3.385 0.897 0.0776
H -6.161 -1.008 -2.369 0.0878
H -1.525 1.103 2.750 0.0751
H 2.553 -3.884 -2.281 0.0857
H 2.634 4.400 0.709 0.0728
H -0.731 -4.274 1.155 0.0916
H 2.881 2.782 0.671 0.0687
H 5.339 5.180 3.221 0.1112
H 1.352 -4.785 -1.409 0.0856
H -2.265 -0.272 5.202 0.1211
H -6.460 -1.432 0.052 0.1115
H -6.035 3.860 -0.037 0.0793
H -4.511 0.019 1.879 0.0810
H -4.518 -1.099 -3.050 0.0764
H 0.504 -4.689 3.014 0.0853
H -4.961 -1.980 0.726 0.1115
H 3.280 3.486 4.060 0.0787
H 7.530 3.629 -1.259 0.0823
H -2.735 -1.702 -0.693 0.0680
H -7.079 1.098 0.588 0.1175
H -6.180 -0.412 2.216 0.1092
H -1.138 -4.853 -2.410 0.1181
H 0.324 -3.078 0.695 0.0747
H 0.434 -0.072 -5.854 0.0744
H 4.960 1.554 0.484 0.0462
H -2.611 -0.102 -1.323 0.0767
H -2.033 -4.144 3.444 0.1200
H -2.894 -3.226 -3.015 0.0939
H -1.361 -1.140 -3.114 0.1058
H 1.637 -5.219 -4.622 0.0850
H 0.913 0.360 5.226 0.0805
H -0.654 0.332 -4.649 0.0733
H 0.997 0.054 -4.132 0.0774
```

Highest occupied orbital energy, Ha: -0.1871
Charge: -1
Energy above the lowest of the compared OMol25 structures with the same formula, charge and spin, kJ/mol: 0.0
Multiplicity: 1

***

# 3
ORCA calculation (ωB97M-V with the def2-TZVPD basis set) on a molecular structure, C36H76N5NiO7 in a non-equilibrium geometry.

```
125
Properties=species:S:1:pos:R:3:lowdin_spin:R:1
Ni 0.710 -2.097 -1.736 0.9528
O 0.307 -3.445 2.876 -0.0001
O -0.221 -0.013 0.776 0.0044
O 2.716 1.950 1.112 0.0936
O -2.041 -1.174 0.784 0.0029
O -0.870 -1.051 -1.033 0.0080
O -0.063 5.311 -2.767 0.0001
O 0.743 -3.237 -3.518 0.0020
N -0.673 -3.024 -3.344 0.0246
N 0.312 -3.279 4.288 0.0000
N -1.064 -0.713 0.214 0.0018
N -1.053 4.482 -3.338 0.0000
N 2.695 2.853 2.109 0.6353
C -2.866 -4.169 -2.905 0.0000
C -0.885 -4.482 -1.420 -0.0003
C -0.062 -3.983 7.056 0.0000
C -2.412 2.436 -3.221 0.0000
C -3.319 -3.585 -4.259 0.0000
C 1.306 -3.801 6.419 0.0000
C 1.361 -4.067 4.903 0.0000
C 4.615 1.704 3.075 0.0122
C -2.702 -2.192 -4.365 0.0001
C -1.276 3.248 -2.629 0.0000
C -1.884 -4.520 4.518 0.0000
C -1.771 3.555 -1.198 0.0000
C 2.763 -3.616 4.511 0.0000
C -2.327 3.766 -5.303 0.0000
C -1.186 -2.265 -4.494 0.0019
C -0.940 -5.551 -3.613 0.0009
C 0.287 2.946 1.824 0.0175
C 1.744 4.795 0.943 0.0527
C 0.122 4.239 -5.552 0.0000
C 4.950 3.967 2.062 0.0430
C -0.724 -0.809 -4.300 0.0001
C 3.536 3.671 4.182 0.0057
C 1.356 4.493 3.428 0.0021
C -2.340 2.357 -4.725 0.0000
C -0.025 2.345 -2.437 -0.0001
C 2.683 4.933 4.025 0.0002
C -1.002 -3.026 6.308 0.0000
C 1.262 -5.596 4.673 0.0000
C -1.056 -3.265 4.812 0.0000
C 1.562 3.761 2.079 0.0528
C -1.351 -4.255 -2.864 0.0010
C -1.138 4.652 -4.776 0.0000
C 3.956 3.067 2.842 0.0447
C -1.588 6.080 -5.078 0.0000
C -0.806 -2.785 -5.870 0.0009
C -1.790 -2.071 4.206 0.0000
H 0.472 2.265 -3.402 0.0000
H 1.641 -5.924 3.700 0.0000
H -3.139 -1.689 -5.229 0.0000
H -1.380 -5.321 -0.929 -0.0001
H -1.981 -3.060 6.792 0.0000
H 5.003 1.275 2.151 -0.0002
H -1.136 -2.038 -6.592 0.0001
H -2.950 -1.680 -3.433 0.0000
H -1.258 -3.748 -6.107 0.0000
H -2.901 -4.292 4.874 0.0000
H 0.195 -4.667 -1.396 -0.0006
H -2.031 2.670 -0.612 0.0000
H -2.135 -2.292 3.193 0.0000
H -1.115 -6.432 -3.010 0.0000
H -0.606 -2.018 6.480 0.0000
H 2.874 2.946 4.681 0.0004
H 4.788 3.914 0.984 0.0005
H 0.181 -0.785 -3.681 -0.0004
H -3.415 2.820 -2.997 0.0000
H 4.794 5.009 2.339 0.0015
H 0.606 2.839 -1.695 0.0000
H -0.012 3.662 -6.473 0.0000
H 3.501 -4.356 4.820 0.0000
H -0.511 -0.205 -5.178 0.0000
H -1.926 6.155 -6.108 0.0000
H 2.993 -2.609 4.859 0.0000
H 2.101 -4.352 6.925 0.0000
H 3.123 2.382 0.334 0.0244
H 1.220 4.551 0.018 0.0027
H -1.343 -5.621 -4.625 0.0000
H -1.494 -0.330 -3.703 0.0000
H -3.254 -3.550 -2.097 0.0000
H 0.827 3.823 4.120 0.0002
H 0.003 -4.355 2.724 0.0000
H 4.353 3.743 4.899 0.0001
H 3.909 0.957 3.453 -0.0004
H 0.245 -5.959 4.785 0.0000
H -2.415 1.486 -2.681 0.0000
H 1.568 -2.739 6.501 0.0000
H 1.278 5.734 1.248 0.0053
H -0.404 -5.013 6.896 0.0000
H -2.731 4.091 -1.249 0.0000
H 2.793 5.030 0.762 -0.0005
H -3.251 4.241 -4.958 0.0000
H 5.403 1.758 3.822 0.0008
H 0.148 -5.543 -3.779 0.0000
H 2.913 -3.577 3.422 0.0000
H -3.271 1.858 -5.021 0.0000
H -0.033 -3.786 8.126 0.0000
H 0.076 2.831 0.764 0.0000
H 0.762 -3.995 -4.124 0.0002
H 2.657 5.482 4.963 0.0005
H -2.407 6.274 -4.382 0.0000
H -1.105 -3.620 -0.777 0.0001
H -4.402 -3.608 -4.356 0.0000
H -2.259 3.750 -6.387 0.0000
H 0.230 2.005 2.373 -0.0005
H -1.529 1.746 -5.131 0.0000
H 5.966 3.703 2.331 0.0040
H -1.935 -4.815 3.475 0.0000
H -2.730 -1.937 4.750 0.0000
H -0.551 5.869 -2.150 0.0000
H 0.779 5.070 -5.810 0.0000
H -0.822 6.820 -4.844 0.0000
H -3.283 -5.177 -2.930 0.0000
H 0.627 5.300 3.363 -0.0004
H -0.324 1.377 -2.041 0.0000
H -1.192 -1.165 4.205 0.0000
H 0.687 3.515 -4.953 0.0000
H 1.907 -6.080 5.408 0.0000
H -2.880 -4.206 -5.043 0.0000
H 0.268 -2.880 -6.056 0.0000
H -1.165 4.231 -0.584 0.0000
H 3.147 5.604 3.291 0.0001
H -1.688 -5.341 5.213 0.0000
H -0.620 3.436 2.199 0.0016
```

⟨S²⟩: 2.01
Highest occupied orbital energy (spin up / spin down), Ha: -0.3656 / -0.3656
Charge: +1
Energy above the lowest of the compared OMol25 structures with the same formula, charge and spin, kJ/mol: 121.0
Multiplicity: 3